Entry 1:
Here is an isolated molecule of C2H6BrO2P at a distorted geometry from OMol25. Energies are from the ωB97M-V functional and the def2-TZVPD basis.

Geometry as XYZ:
```
12
Properties=species:S:1:pos:R:3:forces:R:3:nbo_charge:R:1
Br -2.74213 0.68458 0.10071 -1.0639 0.1865 -0.2245 -0.23
P -1.51477 -1.07361 -0.31562 2.7571 2.4548 -1.5062 1.98
O -0.39918 -0.33733 -1.55124 -2.2136 -4.6019 2.0246 -0.77
O -2.15815 -2.29357 -0.78680 0.2334 0.2764 0.1185 -1.01
C -0.58000 -1.00260 1.26656 1.1566 -0.4043 -1.0847 -1.02
C 0.15149 0.89637 -1.36658 -2.4393 2.3049 -1.6437 -0.26
H -1.22050 -0.64001 2.09188 0.4144 -0.3597 -0.5605 0.27
H 0.29241 -0.26000 1.05112 -1.4293 -1.4906 0.6501 0.27
H -0.25176 -2.07322 1.40030 0.0978 1.2595 0.2664 0.26
H -0.64293 1.40804 -0.77853 1.2902 1.0388 -0.5726 0.18
H 1.10457 1.01794 -0.97917 1.9402 -0.6495 1.6076 0.17
H 0.31203 1.32026 -2.40128 -0.7436 -0.0149 0.9251 0.19
```
Positions in Å, forces in eV/Å.

SMILES ... CO[P@](C)(=O)Br
Net charge ... 0
LUMO energy ... 0.462 eV
Energy relative to the best compared isomer or geometry (same formula, charge and spin) ... 17.9 kcal per mole


Entry 2:
Here is a structure of composition C2H6BrOP at a distorted geometry from OMol25. Energies are from the ωB97M-V functional and the def2-TZVPD basis.

Geometry as XYZ:
```
11
Properties=species:S:1:pos:R:3:forces:R:3:nbo_charge:R:1
Br 2.57441 0.23722 -0.17505 -0.4673 0.3138 0.1336 -0.25
P 0.47823 -0.55386 -0.16244 -1.7936 1.5850 -1.0422 1.65
O 0.48695 -1.89333 -0.71505 -0.0785 -1.3195 -1.2917 -1.08
C 0.01495 -0.70369 1.60229 -0.5460 3.5868 -1.8194 -0.98
C -0.79371 1.07051 -1.35720 4.0517 -2.1337 -0.0296 -0.73
H 0.91987 -1.17166 1.95636 -0.1571 -0.0116 0.9666 0.26
H -0.95461 -1.19864 1.66511 0.4330 -0.2973 0.1006 0.26
H -0.15475 0.43501 1.75839 0.5891 -1.8797 1.0227 0.24
H -0.40164 1.94092 -0.87524 -0.3267 0.6005 0.3322 0.21
H -1.81628 0.83481 -1.29943 -1.1000 -0.2486 0.3208 0.21
H -0.35341 1.00272 -2.39774 -0.6045 -0.1955 1.3064 0.23
```
Positions in Å, forces in eV/Å.

Net charge ... 0
LUMO energy ... -0.048 eV
Energy relative to the best compared isomer or geometry (same formula, charge and spin) ... 39.2 kcal per mole


Entry 3:
Here is a cluster of 2 separate species, C2H6BrP in total at a distorted geometry from OMol25. Energies are from the ωB97M-V functional and the def2-TZVPD basis.

Geometry as XYZ:
```
10
Properties=species:S:1:pos:R:3:forces:R:3:nbo_charge:R:1
Br 0.14474 -2.88181 1.70125 0.0729 0.1112 -0.3708 -0.21
P -0.08774 -0.36317 -1.43470 0.2231 -0.3446 -0.0548 0.73
C 1.45793 0.44029 -0.83358 0.1111 -0.1419 -0.3284 -1.00
C -1.16693 -0.13495 0.01731 -1.0962 1.3190 -1.6903 -0.99
H -1.52378 0.95078 -0.10161 -0.0115 -1.4737 0.3537 0.24
H -1.99388 -0.89268 0.00844 0.7681 0.9719 0.2549 0.26
H 1.38255 1.34751 -0.21961 -0.2091 -0.3259 -0.0964 0.24
H -0.52003 -0.16145 0.84778 0.2682 -0.2390 1.3888 0.24
H 2.18711 0.60309 -1.63709 -0.4034 0.0770 -0.0074 0.24
H 1.88073 -0.37989 -0.25947 0.2769 0.0458 0.5507 0.26
```
Positions in Å, forces in eV/Å.

Net charge ... 0
LUMO energy (alpha / beta) ... -1.131 / -3.550 eV
Energy relative to the best compared isomer or geometry (same formula, charge and spin) ... 74.0 kcal per mole


Entry 4:
Here is a cluster of 2 separate species, C2H6Cl2O2P in total at a distorted geometry from OMol25. Energies are from the ωB97M-V functional and the def2-TZVPD basis.

Geometry as XYZ:
```
13
Properties=species:S:1:pos:R:3:forces:R:3:nbo_charge:R:1
Cl -2.63249 0.53950 0.17155 -0.3079 -0.4000 0.5009 -0.08
Cl -1.19529 -1.25338 2.74582 -0.0838 1.0784 -1.3954 -0.08
P -1.00916 -0.11866 1.05217 1.5914 -0.3430 -1.1599 1.58
O 0.31948 -0.91177 -0.75174 1.3793 1.9471 4.2447 -0.43
O -0.19239 1.18281 1.27492 -1.3384 -0.8540 0.6783 -0.81
C 1.19268 1.44376 0.99359 1.2442 2.5146 3.5605 -0.25
C -0.20938 -1.28786 -1.87719 -0.5164 -2.2050 -2.1739 -0.30
H 1.21794 1.70814 -0.01866 0.6533 -0.0330 -1.4045 0.22
H 1.48777 2.41625 1.66672 -0.9153 -2.3900 -1.7491 0.24
H -0.57241 -0.49304 -2.50833 -0.9547 0.2917 -0.1579 0.19
H -0.85000 -2.15851 -1.58759 -0.0811 0.3487 -1.4241 0.22
H 1.79910 0.63221 1.39258 0.1042 -0.0188 -0.6768 0.22
H 0.64415 -1.69945 -2.55383 -0.7749 0.0634 1.1574 0.28
```
Positions in Å, forces in eV/Å.

Net charge ... +1
LUMO energy (alpha / beta) ... -6.546 / -7.145 eV
Energy relative to the best compared isomer or geometry (same formula, charge and spin) ... 88.0 kcal per mole


Entry 5:
Here is a cluster of 2 separate species, C2H6Cl2Si2 in total at a distorted geometry from OMol25. Energies are from the ωB97M-V functional and the def2-TZVPD basis.

Geometry as XYZ:
```
12
Properties=species:S:1:pos:R:3:forces:R:3:nbo_charge:R:1
Cl -2.74496 -0.02151 0.20431 -1.2617 -1.3527 0.2404 -0.34
Cl -1.45195 -3.28109 0.50449 -0.4354 -0.3292 -0.0327 0.14
Si 2.17097 -0.31629 -0.01183 0.3540 -4.0660 -0.1295 0.86
Si -1.75300 1.62894 -0.14757 2.9552 2.5100 -2.1844 0.84
C 0.71750 -1.46421 0.25336 -1.1220 -0.3913 -0.7227 -0.45
C -0.25034 -2.21133 0.28077 1.8266 1.1372 0.2559 -0.12
H 2.43622 -0.06845 1.36669 0.6696 0.7851 0.7718 -0.15
H -2.09239 2.51231 -1.41337 -0.1503 -1.1871 1.0686 -0.16
H -0.23779 1.20617 -0.49077 -1.8362 0.5454 0.6997 -0.18
H -1.85135 2.62650 0.93861 0.0467 -0.3658 0.1947 -0.16
H 1.82041 0.74843 -0.85636 -0.0723 1.1379 -0.7846 -0.15
H 3.23668 -1.35948 -0.62833 -0.9744 1.5765 0.6228 -0.13
```
Positions in Å, forces in eV/Å.

SMILES ... [SiH3]C#CCl.[SiH3]Cl
Net charge ... 0
LUMO energy ... 0.699 eV
Energy relative to the best compared isomer or geometry (same formula, charge and spin) ... 3.2 kcal per mole


Entry 6:
Here is a cluster of 2 separate species, C2H6Cl3NP in total at a distorted geometry from OMol25. Energies are from the ωB97M-V functional and the def2-TZVPD basis.

Geometry as XYZ:
```
13
Properties=species:S:1:pos:R:3:forces:R:3:nbo_charge:R:1
Cl 2.81793 2.01504 0.19338 -0.2061 -0.6035 -0.2553 -0.17
Cl 3.05330 -1.02993 1.25374 -0.8642 0.6608 -0.0505 -0.20
Cl 3.19251 -0.64655 -1.70261 -0.5850 0.6681 -0.1489 -0.16
P 2.11080 0.14209 -0.17586 1.2868 -0.5789 0.4472 0.90
N -0.67233 -0.20117 -0.33829 1.5789 -0.8158 -1.8599 0.01
C -1.43845 0.90762 -0.62622 0.7579 0.8793 -0.1312 -0.51
C -0.99570 -1.05481 0.68880 -2.9228 -1.3439 -0.6218 -0.52
H -2.47443 0.86275 -0.35904 -0.8033 -0.3201 0.2901 0.25
H -0.13147 -1.16016 1.33179 -0.0773 -0.2935 0.6031 0.29
H -1.26057 1.30778 -1.61578 0.0159 -0.1287 -0.3076 0.26
H -0.99259 1.64444 0.05494 -0.0428 0.5726 0.2699 0.30
H -1.23866 -2.16853 0.22834 0.7488 2.4846 0.8785 0.32
H -1.97035 -0.61858 1.06681 1.1133 -1.1809 0.8865 0.22
```
Positions in Å, forces in eV/Å.

Net charge ... +1
LUMO energy (alpha / beta) ... -6.801 / -7.979 eV
Energy relative to the best compared isomer or geometry (same formula, charge and spin) ... 92.4 kcal per mole


Entry 7:
Here is a cluster of 2 separate species, C2H6ClF in total from OMol25. Energies are from the ωB97M-V functional and the def2-TZVPD basis.

Geometry as XYZ:
```
10
Properties=species:S:1:pos:R:3:forces:R:3:nbo_charge:R:1
Cl -0.65634 0.64527 2.37719 0.0206 0.0174 0.0797 -0.09
F -1.23559 0.09496 -2.08167 -0.0206 -0.0828 -0.5184 -0.56
C -0.38872 -0.11051 0.77432 -0.0785 -0.0521 -0.2598 -0.36
C 1.05567 0.02302 0.33364 0.0358 -0.0049 0.0223 -0.62
H -1.06929 0.38371 0.07886 0.1761 -0.1029 0.2638 0.22
H 1.34366 1.07467 0.25344 -0.0442 -0.1266 0.0121 0.21
H 1.72806 -0.46620 1.04375 -0.0832 0.0656 -0.0772 0.21
H -0.68622 -1.15664 0.86933 0.0424 0.1546 0.0103 0.21
H -1.27551 -0.04097 -3.00143 -0.0011 0.0641 0.3376 0.57
H 1.18428 -0.44729 -0.64744 -0.0474 0.0677 0.1298 0.22
```
Positions in Å, forces in eV/Å.

SMILES ... CCCl.F
Net charge ... 0
LUMO energy ... 0.582 eV
Energy relative to the best compared isomer or geometry (same formula, charge and spin) ... 0.0 kcal per mole


Entry 8:
Here is an isolated molecule of C2H6ClN at a distorted geometry from OMol25. Energies are from the ωB97M-V functional and the def2-TZVPD basis.

Geometry as XYZ:
```
10
Properties=species:S:1:pos:R:3:forces:R:3:nbo_charge:R:1
Cl 2.44848 0.09867 0.04614 0.9664 0.6632 -0.1709 -0.14
N 0.34274 -1.41241 -0.28661 -0.0917 -0.0562 -3.1085 -0.83
C -0.10505 1.07232 -0.32779 -1.7088 -1.7058 1.6028 -0.64
C 0.67016 -0.12884 0.20520 0.3248 -0.3626 -1.3636 0.00
H 0.58644 -0.27202 1.23258 -0.6034 0.6687 1.9104 0.19
H -1.20013 0.75072 -0.20488 1.3777 0.4464 -0.4956 0.22
H 0.09203 1.29078 -1.37981 0.1878 0.4546 0.4822 0.23
H 0.01701 1.79603 0.49043 0.2481 0.7003 -1.1380 0.23
H 0.90823 -1.71503 -1.12478 -1.0156 0.6015 1.2834 0.37
H 0.47297 -2.06054 0.42983 0.3147 -1.4100 0.9978 0.36
```
Positions in Å, forces in eV/Å.

SMILES ... C[C@@H](N)Cl
Net charge ... 0
LUMO energy ... 0.996 eV
Energy relative to the best compared isomer or geometry (same formula, charge and spin) ... 10.6 kcal per mole


Entry 9:
Here is a cluster of 2 separate species, C2H6ClN3S in total at a distorted geometry from OMol25. Energies are from the ωB97M-V functional and the def2-TZVPD basis.

Geometry as XYZ:
```
13
Properties=species:S:1:pos:R:3:forces:R:3:nbo_charge:R:1
Cl 0.10572 1.64276 2.26461 0.5302 0.2583 0.3991 -0.09
S 0.92549 -1.59779 1.80184 0.4665 -1.3995 -5.0550 0.13
N -0.53990 0.62784 -1.19441 -0.0862 -0.5647 -0.0725 -0.25
N 0.20294 0.13127 -2.21453 -1.0852 -2.5277 -1.8099 -0.66
N 0.77535 -0.59860 0.19141 4.0008 0.9093 1.0202 -0.77
C -1.03426 1.03172 1.02159 0.4992 -0.6045 1.6313 -0.39
C -0.29946 0.23555 0.01013 -0.5725 2.3613 -2.2136 0.23
H -1.64178 1.91452 0.81875 0.1402 -0.6646 -1.0662 0.26
H 0.83821 -1.05515 -1.80104 -2.8048 3.7265 -1.5877 0.35
H 1.13498 -2.94189 0.84250 -0.5230 2.9996 2.5640 0.16
H -1.57325 0.29428 1.55447 -1.2078 -0.3801 0.9183 0.22
H 1.71408 0.12138 -0.15067 -2.9424 -3.1012 1.8746 0.42
H -0.60812 0.19410 -3.14466 3.5851 -1.0127 3.3973 0.39
```
Positions in Å, forces in eV/Å.

Net charge ... 0
LUMO energy ... -0.270 eV
Energy relative to the best compared isomer or geometry (same formula, charge and spin) ... 108.6 kcal per mole


Entry 10:
Here is the ion C2H6ClN5OP with charge +1 at a distorted geometry from OMol25. Energies are from the ωB97M-V functional and the def2-TZVPD basis.

Geometry as XYZ:
```
16
Properties=species:S:1:pos:R:3:forces:R:3:nbo_charge:R:1
Cl -1.07313 -3.24407 -0.35871 1.1624 0.9686 0.4820 -0.29
P 0.15537 -2.18778 1.03435 0.3845 -2.0648 1.2002 1.29
O 1.72979 -2.70773 0.69691 -2.7727 0.8528 -0.9199 -0.93
N 0.16364 1.56655 -0.62649 -1.7231 -4.5137 4.5283 -0.42
N -1.59398 2.82069 0.53569 0.3307 -2.7344 -0.5609 -0.78
N -0.98013 0.35482 1.08784 0.1681 3.8766 -2.0614 -0.36
N -0.05928 -0.48096 0.53609 2.5420 0.4012 -3.2265 -0.49
N 1.61780 -0.20647 -1.33886 -0.4523 -0.9726 0.7333 -0.87
C -0.85537 1.59042 0.38966 1.4740 0.4106 -1.8305 0.57
C 0.64072 0.22082 -0.49091 -2.3181 3.7131 0.5296 0.59
H 1.69635 -3.27346 -0.11001 0.3691 0.4382 0.4723 0.52
H 1.33311 -0.84808 -2.07972 0.7231 0.2577 0.4450 0.43
H -2.54424 2.65812 0.16434 0.3166 0.2381 0.7069 0.41
H 2.57822 0.10455 -1.16846 -0.7150 -0.2772 -0.5209 0.45
H -1.15881 3.49973 -0.10136 0.0080 -0.3681 0.4028 0.42
H -1.65006 0.13284 1.82963 0.5027 -0.2262 -0.3803 0.47
```
Positions in Å, forces in eV/Å.

SMILES ... Nc1nc(N)n(P(O)Cl)[nH+]1
Net charge ... +1
LUMO energy ... -4.372 eV
Energy relative to the best compared isomer or geometry (same formula, charge and spin) ... 45.8 kcal per mole